6 unconnected molecules or ions with the total composition C34H51IN9O2S, computed with ωB97M-V/def2-TZVPD.

The gap between HOMO and LUMO is 6.8 eV. The HOMO energy is -9.670 eV. Its LUMO energy is -2.85 eV. Its total energy is -72508.7078 eV. For the strongest force on any atom, the calculation gives 8.573 eV Å⁻¹.

Geometry as ORCA input:
```
! wB97M-V def2-TZVPD RIJCOSX def2/J DEFGRID3
* xyz 1 1
I 1.8668 6.2067 2.4678
S 2.0156 -0.2842 2.1017
O -2.1237 1.3211 -0.3305
O 0.6754 -0.4781 4.5339
N 0.0435 2.1356 -0.0736
N 2.5434 3.8167 -0.1167
N 1.3993 -2.5731 5.4639
N 6.4503 3.9767 -0.0547
N -7.4497 -1.8063 2.0068
N 2.0942 -2.5428 4.2328
N -4.3223 -0.6800 -1.7239
N -1.2944 -3.9540 0.4282
N 4.5548 -2.5950 -4.5701
C 0.5212 -1.3378 5.7321
C -0.7542 2.7943 1.0720
C -6.2149 -1.6911 -2.3048
C 2.2015 -0.4665 -0.7121
C 1.9213 3.3956 -1.4295
C 7.3451 1.9495 0.1226
C -0.1995 -4.5819 0.9627
C 0.4317 4.5450 2.8580
C -0.1190 -5.8406 0.4104
C -0.4467 -0.1686 -1.4693
C -0.7130 0.8333 -0.2048
C -1.9176 -4.8002 -0.4518
C 0.3140 2.9803 -1.3032
C 2.8644 -3.7212 -5.4733
C 6.6846 2.8067 -0.7290
C 2.7701 -3.8199 -4.0645
C -5.6400 -0.4689 -2.0363
C -8.4072 -1.2095 2.7849
C -1.2061 -5.9787 -0.4853
C 6.9455 3.8728 1.2192
C 1.1132 -0.3414 -1.9254
C -5.2098 -2.6744 -2.1430
C 3.9735 -2.9561 -5.7576
C 1.3023 3.2380 3.3315
C -0.4195 4.3483 1.4705
C 3.8249 -3.1129 -3.5320
C -6.8899 -0.8691 1.1780
C -4.0522 -2.0226 -1.7813
C -8.4522 0.1266 2.4544
C -2.3047 2.5654 0.4883
C 1.6173 -1.2215 3.6719
C 7.5099 2.6243 1.3558
C -7.4922 0.3418 1.4369
C 1.7390 -1.3841 0.5634
H -3.0616 -2.3980 -1.5618
H 1.8658 3.5502 4.3255
H 0.4276 -4.0801 1.6875
H 4.1184 -2.9355 -2.5059
H 0.9056 1.8297 0.4703
H -0.8549 -1.2406 -1.1415
H 5.3909 -2.0334 -4.4747
H -2.8106 -4.4915 -0.9785
H -9.1068 0.8660 2.8973
H -8.9719 -1.7846 3.5064
H -0.1420 -1.0699 6.6602
H -1.4451 -6.8448 -1.0887
H 2.1947 -4.1596 -6.2018
H -2.6668 3.5365 -0.0559
H -1.0598 0.1550 -2.4211
H -3.6540 0.0418 -1.4872
H -0.2528 4.9333 3.7447
H 6.3634 2.6851 -1.7548
H 0.5080 2.4161 3.6742
H 1.2400 -1.2512 -2.6762
H -1.5958 -3.0139 0.6492
H 2.5503 2.4657 -1.8146
H -0.2778 4.0167 -1.2994
H 7.6719 0.9462 -0.1180
H -7.1964 -2.7853 2.0385
H -1.4737 4.8786 1.6519
H 2.0483 2.8267 2.5237
H -5.3190 -3.7431 -2.2753
H -7.2469 -1.8566 -2.5857
H 6.8553 4.6945 1.9171
H 2.0999 4.2524 -2.2383
H 3.4968 4.2398 -0.3270
H -7.2650 1.2791 0.9456
H 0.1112 4.9754 0.6352
H 2.5063 0.6084 -0.3642
H 2.4440 -2.3454 0.6207
H -0.8135 0.1200 0.7322
H -2.8791 2.3077 1.5023
H 2.0139 -4.3493 -3.4993
H 2.7776 2.9734 0.4731
H 3.1841 -0.9554 -1.1794
H -6.0543 0.5303 -2.0422
H 0.6405 -6.5800 0.6294
H 0.6445 -1.7947 0.5167
H 4.3985 -2.6400 -6.7008
H -0.7257 1.9565 1.9094
H 7.9880 2.2405 2.2477
H 1.4284 0.6198 -2.5593
H 0.0334 2.4630 -2.3225
H -6.1122 -1.1430 0.4776
H 5.9842 4.7893 -0.4369
*
```

Results of the Mulliken charge analysis, in e, for atoms 1 through 6: atom 1 (I): 0.018, atom 2 (S): 0.019, atom 3 (O): -0.370, atom 4 (O): -0.170, atom 5 (N): 0.865, atom 6 (N): -0.285

3 unconnected molecules or ions with the total composition C34H51N3O11P, computed with ωB97M-V/def2-TZVPD.

The gap between HOMO and LUMO is 7.0 eV. The HOMO energy is -10.013 eV. Its LUMO energy is -2.97 eV. Its total energy is -72360.9030 eV. For the strongest force on any atom, the calculation gives 2.995 eV Å⁻¹.

Geometry as ORCA input:
```
! wB97M-V def2-TZVPD RIJCOSX def2/J DEFGRID3
* xyz 1 1
P 3.8281 -0.4886 0.5340
O 0.9861 8.4368 0.8994
O 4.8664 -0.8499 1.7135
O -4.7402 2.1785 2.5398
O -3.4640 5.5810 0.9219
O -1.2873 4.4729 -0.1552
O 3.5786 1.0749 0.7204
O -6.7958 2.5728 0.8758
O -5.2392 6.4001 4.5083
O -7.3449 6.7658 2.9042
O 2.6351 -1.3442 0.6839
O -1.1754 9.5103 2.0544
N 2.6506 -4.8974 -1.8707
N 6.9807 -3.6022 -1.6247
N 1.4995 -3.0880 -2.1525
C -0.0594 6.4065 0.3312
C -5.5781 5.4307 3.6599
C -7.1542 4.6860 1.8174
C 3.3143 -1.5810 -3.2825
C -1.2661 8.2941 1.5245
C -5.3100 3.2520 2.6427
C 4.5210 -0.8174 -1.1230
C 2.7910 -2.8361 -2.6450
C -2.4555 6.2637 0.9508
C -2.7305 0.3234 0.4725
C 3.5078 -3.9560 -2.4755
C -2.3945 -5.8743 -0.4093
C 1.5585 2.4597 1.1227
C 5.3627 -2.1932 1.6479
C -6.7626 5.7060 2.7818
C 4.9273 -4.3136 -2.8333
C 1.4761 -4.3221 -1.7122
C -1.1982 5.7059 0.3525
C -6.4768 3.5356 1.7458
C 0.2774 -5.0416 -1.1238
C -1.9407 -1.2489 -1.2797
C 5.8410 -4.5313 -1.5803
C 3.5621 -0.4404 -2.2715
C -4.9057 4.2758 3.5891
C -2.9411 -3.4104 -0.4810
C 4.5003 -3.2317 2.3985
C -2.4069 7.5908 1.5414
C -1.9658 -4.4771 0.1057
C 2.3604 1.5756 0.1390
C -2.8586 -0.3338 -0.8946
C -2.4072 -2.6573 -1.7309
C -0.4685 -4.1391 -0.1032
C -4.0618 0.0631 -1.7572
C -0.0143 7.7476 0.9018
H 0.7281 -2.4358 -2.1611
H 6.9953 -3.0162 -0.8007
H -1.7588 0.8360 0.5784
H -2.1390 -4.4960 1.1898
H 5.5480 -2.5587 0.6307
H -4.0513 4.0654 4.2170
H -1.6681 -6.6631 -0.1837
H -5.8825 7.1200 4.3603
H 4.8877 -5.2409 -3.4272
H 0.6944 -5.9184 -0.6153
H 0.0310 -4.3048 0.8612
H 5.5256 -0.3989 -1.2724
H -3.8586 -3.9303 -0.7969
H -3.7536 0.0848 -2.8047
H -7.9982 4.9014 1.1774
H 5.3411 -3.5576 -3.5031
H 2.6312 -1.2082 -4.0597
H 1.7496 3.5146 0.9055
H -0.2533 9.7978 1.9102
H -3.3153 7.9740 1.9848
H 6.3429 -2.1749 2.1408
H 0.8522 6.0162 -0.0990
H -3.3651 -6.0986 0.0479
H -0.3358 -5.3348 -1.9861
H -4.4141 1.0429 -1.4220
H 2.5888 -0.0607 -1.9466
H 4.0328 0.3787 -2.8322
H -1.5859 -3.1842 -2.2377
H 1.7522 2.2111 2.1698
H 1.6875 0.8018 -0.2418
H -2.5821 -5.8403 -1.4931
H 4.8612 -3.2971 3.4326
H -3.5223 1.0611 0.6541
H 5.2330 -4.3416 -0.6838
H -6.1567 1.8534 1.0340
H 7.8536 -4.1086 -1.7031
H -4.8712 -0.6749 -1.6259
H 0.4900 2.2686 0.9527
H 2.8853 -5.8411 -1.6043
H 4.2440 -1.8278 -3.8035
H -2.8074 -0.4091 1.2839
H 4.6847 -4.2069 1.9270
H -0.2797 -3.0919 -0.3580
H -3.2469 -2.7437 0.3300
H 6.1691 -5.5766 -1.5521
H 3.4399 -2.9781 2.4439
H 2.6180 2.2175 -0.7154
H -2.2130 4.1962 -0.0131
H 4.6684 -1.9057 -1.1727
H -3.2305 -2.5245 -2.4469
H -0.8677 -1.0254 -1.2446
*
```

Results of the Mulliken charge analysis, in e, for atoms 1 through 6: atom 1 (P): 1.069, atom 2 (O): -0.603, atom 3 (O): -0.538, atom 4 (O): -0.670, atom 5 (O): -0.561, atom 6 (O): -0.521

A molecular structure, C34H51N7O2PS2Sb2TeY, computed with ωB97M-V/def2-TZVPD.

The gap between HOMO and LUMO is 7.1 eV. The HOMO energy is -16.757 eV. Its LUMO energy is -9.63 eV. Its total energy is -102954.3466 eV. For the strongest force on any atom, the calculation gives 0.566 eV Å⁻¹.

Geometry as ORCA input:
```
! wB97M-V def2-TZVPD RIJCOSX def2/J DEFGRID3
* xyz 4 1
Te 1.8465 1.5238 -3.0600
Sb 0.2313 0.1087 4.3892
Sb 0.4267 3.4411 0.1704
Y 0.6638 0.2787 -0.4320
S 1.3284 -4.5949 0.2264
S -2.1026 0.7549 0.5437
P -1.9206 -1.3446 -2.5510
O -2.4373 -2.5981 -1.9358
O -0.7280 -0.6332 -1.9207
N 4.7738 -1.2677 0.2167
N -4.2727 -0.6366 -1.4482
N -2.8153 2.1353 2.6973
N -3.0350 -0.1344 2.8897
N 1.2081 -2.0720 -0.0664
N 2.9681 -0.0204 -0.1369
N -1.9149 -3.2598 -4.4832
C 0.2683 0.7468 -5.3917
C 5.2319 0.0376 0.1046
C 2.8723 4.0570 3.0032
C 0.1205 1.7700 -4.2903
C 3.6581 1.4161 3.0986
C 1.2225 -0.2664 -5.2859
C -1.3634 4.5032 -0.2607
C 2.5412 -2.3884 0.1018
C 1.9341 3.0638 2.7203
C 5.4704 2.7356 -0.2320
C -1.5612 -1.8032 -4.3109
C 1.9576 -0.3557 5.5381
C -2.6771 0.9308 2.1876
C 6.5103 0.5788 0.1887
C 0.4709 -3.1581 -0.0226
C 2.1532 -0.3215 -4.0939
C 2.3345 1.7184 2.7709
C 2.7929 -3.7158 0.2676
C 6.6037 1.9442 0.0175
C 4.5772 2.4119 3.3754
C 3.4436 -1.2485 0.0603
C -3.3092 2.4118 4.0469
C 1.3097 -1.2361 -6.2861
C -0.4805 -0.1750 -7.4921
C 1.3683 0.5891 2.5836
C 1.8627 4.9427 -0.2721
C 4.1796 3.7419 3.3314
C -0.5682 0.7939 -6.5055
C 4.0920 0.8132 -0.1285
C -0.0946 -1.8823 3.6270
C 0.5421 3.4586 2.3273
C 0.4573 -1.1979 -7.3790
C 4.2075 2.1893 -0.3093
C -3.3791 -0.1904 -2.5634
H -3.1249 0.8557 -2.4013
H 5.5995 3.8013 -0.3658
H 0.6198 0.8274 1.7998
H 2.1779 4.8949 -1.3132
H 4.8810 4.5305 3.5672
H -2.6872 1.8967 4.7807
H -0.5658 -1.8409 2.6396
H -2.5159 -3.4211 -5.2949
H -0.7318 -2.4605 4.2942
H 3.7349 -4.2212 0.4094
H 1.4222 5.9204 -0.0827
H -1.0835 -3.8398 -4.6107
H -4.3539 2.1137 4.1428
H 3.3433 2.8101 -0.4951
H 3.9654 0.3770 3.1539
H 3.1982 -0.3955 -4.3869
H -2.5979 2.9087 2.0885
H 0.5539 -1.9345 -8.1654
H -0.2135 2.7838 2.7326
H -5.2203 -0.2629 -1.5390
H 2.6103 -1.0295 4.9836
H 0.8560 -2.4081 3.5251
H -3.2353 3.4798 4.2258
H 0.0895 2.7893 -4.6696
H -2.3990 -3.5805 -3.6231
H 2.4960 0.5573 5.7850
H -2.1455 -1.2221 -5.0232
H -3.3844 -0.0530 3.8344
H 5.5939 2.1544 3.6400
H 7.3851 -0.0298 0.3717
H 2.0720 -2.0037 -6.2239
H 7.5736 2.4193 0.0695
H 1.9096 -0.3225 2.3205
H -0.7724 1.5988 -3.6868
H -1.2759 1.6075 -6.6134
H -0.6035 -3.1494 -0.1468
H 1.6569 -0.8381 6.4665
H -2.2358 3.8598 -0.1570
H -1.3327 4.8920 -1.2773
H -2.8571 -1.0561 2.5300
H -1.1147 -0.1154 -8.3665
H 2.5644 5.0960 2.9922
H -4.3050 -1.6642 -1.4250
H -3.9364 -0.2749 -3.4962
H 2.7248 4.8093 0.3782
H 1.9167 -1.1573 -3.4306
H 0.3056 4.4684 2.6641
H -1.4468 5.3494 0.4212
H -3.8565 -0.2937 -0.5519
H -0.5186 -1.6561 -4.5815
H 5.3468 -2.0819 0.3801
*
```

Results of the Mulliken charge analysis, in e, for atoms 1 through 6: atom 1 (Te): 0.142, atom 2 (Sb): 0.833, atom 3 (Sb): 0.461, atom 4 (Y): 0.003, atom 5 (S): -0.081, atom 6 (S): -0.502

A molecular structure, C34H51O2SSiTi, computed with ωB97M-V/def2-TZVPD.

The gap between HOMO and LUMO (spin up / spin down) is 7.4 / 9.0 eV. The HOMO energy (spin up / spin down) is -9.395 / -11.251 eV. Its LUMO energy (spin up / spin down) is -1.97 / -2.28 eV. Its total energy is -82008.0221 eV. For the strongest force on any atom, the calculation gives 0.723 eV Å⁻¹.

Geometry as ORCA input:
```
! wB97M-V def2-TZVPD RIJCOSX def2/J DEFGRID3
* xyz 1 3
Ti 0.1804 0.7457 0.6248
S -2.2738 2.2087 -1.0876
Si 0.7096 -2.0238 -0.2640
O 0.7588 -0.4690 -0.7807
O -1.8199 1.3984 0.1324
C -5.7902 0.0013 -1.3844
C -0.1657 -1.9821 3.8665
C -1.4992 1.4215 -2.5122
C 1.8376 3.3344 -1.2307
C -1.4540 -1.4493 3.8986
C -0.1970 4.5389 0.5159
C 0.2633 2.7012 2.2027
C 0.9195 1.2594 4.1504
C 5.0651 -3.7235 0.0344
C -1.9958 1.9616 -3.8482
C -4.2905 0.2685 -1.4449
C 0.5353 3.2896 0.9424
C 2.1901 1.2182 1.9440
C 2.7527 -3.8452 0.6811
C 0.4950 -2.1484 2.6624
C 2.3802 1.7302 0.6363
C -1.7253 -2.7570 -1.5688
C 3.1714 0.1971 2.4670
C 2.4455 -2.7129 -0.0817
C 3.4843 -2.1213 -0.8046
C 4.0458 -4.3441 0.7440
C 1.5573 2.7678 0.1361
C -0.1220 -1.8377 1.4369
C 4.7811 -2.6141 -0.7489
C 0.4169 -3.0688 -2.8027
C -1.4214 -1.2999 1.5016
C -0.2577 -3.1635 -1.4264
C -3.9996 1.7541 -1.3090
C -2.0751 -1.0917 2.7169
C -0.1909 -4.6091 -0.9233
C 1.1155 1.7066 2.7270
C 3.4994 1.2396 -0.2407
C -0.9359 3.1379 3.0073
C -1.7467 3.4537 -4.0373
H -3.0744 -0.6746 2.7258
H -3.7819 -0.2696 -0.6416
H 4.0573 0.4250 0.2059
H 5.5679 -2.1376 -1.3198
H -1.0624 4.3434 -0.1165
H -0.5422 5.0989 1.3795
H 0.3240 -2.2620 4.7913
H -3.0559 1.7289 -3.9730
H 3.2735 -1.2572 -1.4253
H 1.4553 1.9366 4.8216
H -0.6205 -4.7128 0.0773
H -2.2914 -2.9253 -0.6504
H 3.1904 -0.6982 1.8420
H 4.1953 2.0561 -0.4476
H -1.8260 -1.7055 -1.8474
H -0.6876 3.6904 -3.9172
H 2.9537 -0.1111 3.4832
H -1.6388 0.3465 -2.4047
H 1.5048 -2.5374 2.6688
H -0.7602 -5.2615 -1.5932
H 1.2834 0.2541 4.3255
H -6.3191 0.5259 -2.1816
H -0.0968 -3.7219 -3.5153
H 2.7014 4.0041 -1.2073
H -1.4867 2.2704 3.3716
H -4.3553 2.3342 -2.1647
H -6.2091 0.3292 -0.4319
H -1.9649 -1.3192 4.8441
H 0.3824 -2.0493 -3.1974
H -2.2002 -3.3521 -2.3560
H -1.9551 -1.0672 0.5871
H 0.9930 3.8995 -1.6170
H 6.0741 -4.1119 0.0822
H 0.8337 -4.9840 -0.8947
H -1.6313 3.7215 2.4144
H -2.3046 4.0603 -3.3208
H -0.6444 3.7298 3.8777
H -1.4751 1.3983 -4.6250
H -5.9964 -1.0627 -1.4922
H -4.4822 2.1724 -0.4219
H 0.4733 5.1924 -0.0387
H 4.1785 0.6173 2.4645
H 1.4629 -3.3795 -2.7651
H 2.0687 2.5437 -1.9428
H 1.9707 -4.3680 1.2210
H 4.2580 -5.2223 1.3403
H 3.1081 0.8822 -1.1923
H -2.0453 3.7708 -5.0351
H -0.4321 1.6175 -2.3754
H -0.1267 1.2748 4.4417
H -3.8879 -0.1062 -2.3866
*
```

Results of the Mulliken charge analysis, in e, for atoms 1 through 6: atom 1 (Ti): 0.917, atom 2 (S): 0.409, atom 3 (Si): 0.028, atom 4 (O): -0.485, atom 5 (O): -0.597, atom 6 (C): -1.591